(a)
Molecular formula: C3H5N3S
Method: DFT, ωB97M-V with the def2-TZVPD basis set

Each atom is followed by the atoms it is bonded to, with distances in Å.
CARTESIAN COORDINATES (ANGSTROEM)
1 C 1.60405 0.06341 -0.49921  H5 1.175, N9 1.464, N10 1.268
2 C 0.36118 -0.75317 1.18834  C3 1.568, H6 1.044, H7 1.102, N10 1.491
3 C -0.54874 0.03122 0.18029  C2 1.568, N9 1.362, N11 1.238
4 H -1.67657 1.68125 -1.46622  S12 1.398
5 H 2.27033 0.16539 -1.46170  C1 1.175
6 H 0.27592 -0.21948 2.08157  C2 1.044
7 H 0.17018 -1.82432 1.36032  C2 1.102
8 H -2.32135 -0.74638 0.64134  N11 1.065
9 N 0.28138 0.65807 -0.69859  C1 1.464, C3 1.362, S12 1.686
10 N 1.70528 -0.63324 0.55484  C1 1.268, C2 1.491
11 N -1.77216 -0.07458 0.02446  C3 1.238, H8 1.065
12 S -0.34949 1.65184 -1.90547  H4 1.398, N9 1.686

Summary:
structure (SMILES): [H]/N=C1\CN=CN1S
orbital gap: 9.2 eV
E_HOMO: -8.3 eV

For reference, the natural (NBO) charges in units of e are: C 0.275; C -0.312; C 0.430; H 0.190; H 0.217; H 0.220; H 0.232; H 0.370; N -0.612; N -0.434; N -0.733; S 0.158

=====

(b)
Molecular formula: C3H5N3S
Method: DFT, ωB97M-V with the def2-TZVPD basis set

Each atom is followed by the atoms it is bonded to, with distances in Å.
CARTESIAN COORDINATES (ANGSTROEM)
1 C -1.00491 1.06342 -0.98893  C2 1.422, H6 1.098, N11 1.351
2 C 0.17766 0.36235 -1.35312  C1 1.422, C3 1.388, H7 1.179
3 C 0.52367 -0.33897 -0.20638  C2 1.388, N10 1.257, S12 1.739
4 H -1.38553 -0.77480 2.14063  N9 1.172
5 H 0.12989 -0.11835 2.61801  N9 1.047
6 H -1.72532 1.66525 -1.55801  C1 1.098
7 H 0.91301 0.45499 -2.26985  C2 1.179
8 H 2.35126 -1.02536 -1.31245  S12 1.512
9 N -0.24278 -0.76317 1.88281  H4 1.172, H5 1.047, N10 1.402
10 N -0.26238 0.00690 0.71127  C3 1.257, N9 1.402, N11 1.448
11 N -1.26049 0.98539 0.33490  C1 1.351, N10 1.448
12 S 1.78590 -1.51765 0.00114  C3 1.739, H8 1.512

Summary:
structure (SMILES): Nn1nccc1S
orbital gap: 9.1 eV
E_HOMO: -8.5 eV

For reference, the natural (NBO) charges in units of e are: C -0.020; C -0.397; C 0.032; H 0.379; H 0.363; H 0.220; H 0.231; H 0.155; N -0.622; N -0.088; N -0.318; S 0.064

=====

Relative energies, in kcal/mol, with the most stable structure set to zero: (a) 0.0; (b) 26.3.

=====

(a)
Molecular formula: C3H5N3S
Method: DFT, ωB97M-V with the def2-TZVPD basis set

Each atom is followed by the atoms it is bonded to, with distances in Å.
CARTESIAN COORDINATES (ANGSTROEM)
1 C -1.56474 0.07344 0.04314  H6 1.061, N10 1.360, N11 1.303
2 C -0.42887 -1.73657 -0.16547  C3 1.350, H7 1.073, N11 1.384
3 C 0.48424 -0.74224 -0.13915  C2 1.350, N10 1.380, S12 1.705
4 H 0.47567 2.02759 0.74227  N9 1.001
5 H 0.85749 1.87413 -0.93023  N9 1.027
6 H -2.28314 0.85205 0.10929  C1 1.061
7 H -0.18852 -2.78153 -0.21425  C2 1.073
8 H 2.23515 0.19689 0.93263  S12 1.316
9 N 0.19422 1.70900 -0.16427  H4 1.001, H5 1.027, N10 1.372
10 N -0.26519 0.41663 -0.16130  C1 1.360, C3 1.380, N9 1.372
11 N -1.70244 -1.22141 0.00599  C1 1.303, C2 1.384
12 S 2.18615 -0.66797 -0.05864  C3 1.705, H8 1.316

Summary:
structure (SMILES): Nn1cncc1S
orbital gap: 9.0 eV
E_HOMO: -8.6 eV

For reference, the natural (NBO) charges in units of e are: C 0.173; C -0.081; C -0.124; H 0.362; H 0.381; H 0.203; H 0.211; H 0.113; N -0.650; N -0.203; N -0.446; S 0.062

=====

(b)
Molecular formula: C3H5N3S
Method: DFT, ωB97M-V with the def2-TZVPD basis set

Each atom is followed by the atoms it is bonded to, with distances in Å.
CARTESIAN COORDINATES (ANGSTROEM)
1 C -0.29573 0.33823 1.94493  C2 1.355, H6 1.068, N10 1.375
2 C -1.18130 -0.52484 1.39190  C1 1.355, C3 1.442, H7 1.060
3 C -0.89360 -0.57206 -0.02035  C2 1.442, N9 1.419, N11 1.279
4 H 1.83364 -0.81125 -1.01565  S12 1.351
5 H 0.88958 1.78287 1.07066  N10 1.000
6 H -0.18613 0.59831 2.97540  C1 1.068
7 H -1.91697 -1.12148 1.86727  C2 1.060
8 H -1.08250 -1.08654 -1.81054  N11 1.009
9 N 0.07158 0.44822 -0.21983  C3 1.419, N10 1.405, S12 1.670
10 N 0.60237 0.82634 1.02459  C1 1.375, H5 1.000, N9 1.405
11 N -1.43774 -1.32758 -0.89706  C3 1.279, H8 1.009
12 S 1.25204 0.34758 -1.39625  H4 1.351, N9 1.670

Summary:
structure (SMILES): [H]/N=c1/cc[nH]n1S
orbital gap: 8.9 eV
E_HOMO: -8.2 eV

For reference, the natural (NBO) charges in units of e are: C 0.025; C -0.347; C 0.376; H 0.094; H 0.391; H 0.218; H 0.242; H 0.338; N -0.428; N -0.423; N -0.699; S 0.214

=====

Relative energies, in kcal/mol, with the most stable structure set to zero: (a) 0.0; (b) 13.3.